(1)
A cluster of 9 separate species, C18H48N6O15 in total, computed with the ωB97M-V functional and the def2-TZVPD basis.

The value obtained for the LUMO energy is -0.34 eV.

Last columns: bonded neighbours and bond lengths (Å).
Atoms and positions in Å:
1 C 2.60 -2.94 -1.05  N2 1.491, H5 1.086, H6 1.086, H7 1.079
2 N 3.75 -2.75 -0.13  C1 1.491, O3 1.212, O4 1.215
3 O 3.58 -2.08 0.87  N2 1.212
4 O 4.79 -3.29 -0.43  N2 1.215
5 H 2.34 -3.99 -0.98  C1 1.086
6 H 2.94 -2.73 -2.06  C1 1.086
7 H 1.79 -2.28 -0.76  C1 1.079
8 C -3.47 -2.38 3.80  N9 1.497, H12 1.085, H13 1.083, H14 1.083
9 N -3.56 -3.51 4.77  C8 1.497, O10 1.209, O11 1.217
10 O -4.37 -3.42 5.66  N9 1.209
11 O -2.80 -4.45 4.60  N9 1.217
12 H -4.48 -1.97 3.70  C8 1.085
13 H -3.14 -2.79 2.85  C8 1.083
14 H -2.80 -1.63 4.21  C8 1.083
15 C -1.11 1.33 4.79  N16 1.485, H19 1.089, H20 1.084, H21 1.082
16 N -0.94 1.79 3.39  C15 1.485, O17 1.219, O18 1.207
17 O 0.18 2.08 3.01  N16 1.219
18 O -1.94 1.84 2.70  N16 1.207
19 H -1.08 0.25 4.80  C15 1.089
20 H -2.09 1.65 5.13  C15 1.084
21 H -0.31 1.73 5.40  C15 1.082
22 C -3.52 2.68 -3.66  N23 1.482, H26 1.086, H27 1.084, H28 1.085
23 N -2.94 1.35 -3.35  C22 1.482, O24 1.215, O25 1.210
24 O -2.06 1.32 -2.51  N23 1.215
25 O -3.36 0.38 -3.93  N23 1.210
26 H -2.74 3.28 -4.12  C22 1.086
27 H -3.87 3.11 -2.73  C22 1.084
28 H -4.34 2.54 -4.35  C22 1.085
29 C -0.28 0.19 0.23  N30 1.481, H33 1.081, H34 1.090, H35 1.086
30 N -0.38 -0.96 1.17  C29 1.481, O31 1.211, O32 1.220
31 O 0.61 -1.62 1.37  N30 1.211
32 O -1.46 -1.20 1.68  N30 1.220
33 H 0.27 -0.08 -0.66  C29 1.081
34 H 0.13 1.01 0.82  C29 1.090
35 H -1.29 0.50 0.00  C29 1.086
36 C -0.59 -4.55 1.82  N37 1.499, H40 1.084, H41 1.084, H42 1.084
37 N -1.29 -4.31 0.52  C36 1.499, O38 1.214, O39 1.216
38 O -0.62 -4.08 -0.47  N37 1.214
39 O -2.51 -4.31 0.54  N37 1.216
40 H -0.74 -3.63 2.38  C36 1.084
41 H 0.45 -4.77 1.59  C36 1.084
42 H -1.06 -5.41 2.28  C36 1.084
43 C 2.20 -0.08 5.06  C44 1.513, H48 1.089, H49 1.091, H50 1.092
44 C 2.01 -1.28 4.16  C43 1.513, O45 1.417, H51 1.099, H52 1.096
45 O 2.89 -2.32 4.56  C44 1.417, C46 1.395
46 C 2.45 -3.59 4.21  O45 1.395, C47 1.516, H53 1.101, H54 1.103
47 C 3.48 -4.59 4.70  C46 1.516, H55 1.088, H56 1.093, H57 1.089
48 H 1.76 0.81 4.61  C43 1.089
49 H 1.81 -0.24 6.07  C43 1.091
50 H 3.27 0.10 5.13  C43 1.092
51 H 0.96 -1.61 4.13  C44 1.099
52 H 2.27 -1.01 3.13  C44 1.096
53 H 1.47 -3.83 4.65  C46 1.101
54 H 2.35 -3.70 3.12  C46 1.103
55 H 3.22 -5.62 4.45  C47 1.088
56 H 3.53 -4.52 5.79  C47 1.093
57 H 4.45 -4.32 4.29  C47 1.089
58 C 2.04 2.07 -4.18  C59 1.512, H63 1.092, H64 1.090, H65 1.093
59 C 0.70 1.37 -4.19  C58 1.512, O60 1.417, H66 1.093, H67 1.101
60 O 0.82 0.19 -4.96  C59 1.417, C61 1.417
61 C -0.42 -0.46 -5.19  O60 1.417, C62 1.514, H68 1.096, H69 1.104
62 C -0.19 -1.64 -6.11  C61 1.514, H70 1.089, H71 1.091, H72 1.088
63 H 2.44 2.21 -5.19  C58 1.092
64 H 1.96 3.04 -3.69  C58 1.090
65 H 2.78 1.45 -3.67  C58 1.093
66 H 0.41 1.13 -3.16  C59 1.093
67 H -0.05 2.03 -4.65  C59 1.101
68 H -0.92 -0.72 -4.24  C61 1.096
69 H -1.10 0.26 -5.68  C61 1.104
70 H 0.27 -1.26 -7.03  C62 1.089
71 H -1.15 -2.09 -6.37  C62 1.091
72 H 0.44 -2.39 -5.65  C62 1.088
73 C 0.06 6.95 -3.68  C74 1.517, H78 1.085, H79 1.092, H80 1.090
74 C -0.29 5.49 -3.91  C73 1.517, O75 1.409, H81 1.102, H82 1.094
75 O 0.08 4.62 -2.86  C74 1.409, C76 1.423
76 C -0.68 4.76 -1.67  O75 1.423, C77 1.503, H83 1.098, H84 1.099
77 C -0.20 3.73 -0.68  C76 1.503, H85 1.096, H86 1.086, H87 1.094
78 H 1.13 7.13 -3.72  C73 1.085
79 H -0.44 7.52 -4.46  C73 1.092
80 H -0.35 7.28 -2.73  C73 1.090
81 H -1.36 5.39 -4.15  C74 1.102
82 H 0.25 5.12 -4.79  C74 1.094
83 H -0.53 5.78 -1.27  C76 1.098
84 H -1.75 4.65 -1.86  C76 1.099
85 H -0.60 3.97 0.31  C77 1.096
86 H 0.87 3.57 -0.58  C77 1.086
87 H -0.67 2.77 -0.92  C77 1.094

Here are the Löwdin charges for atoms 1 to 4, given in e: C 0.048; N -0.444; O 0.062; O 0.063



(2)
A cluster of 10 separate species, C18H49F3IN2O11 in total, computed with the ωB97M-V functional and the def2-TZVPD basis.

The value obtained for the LUMO energy is -4.51 eV. As for the total charge: +1.

Last columns: bonded neighbours and bond lengths (Å).
Atoms and positions in Å:
1 C 2.69 -4.79 -1.93  C2 1.639, H18 1.170, H19 1.193, H20 1.189
2 C 2.52 -3.17 -1.78  C1 1.639, O3 1.478, H21 1.170, H22 1.179
3 O 2.80 -2.64 -0.43  C2 1.478, C4 1.483
4 C 1.51 -2.05 0.01  O3 1.483, C5 1.652, N13 1.537
5 C 0.31 -3.07 0.51  C4 1.652, N6 1.513, H23 1.171
6 N -0.76 -2.03 0.80  C5 1.513, O7 1.344, C8 1.513
7 O -1.90 -2.57 1.25  N6 1.344, H24 1.021
8 C -0.33 -0.61 0.53  N6 1.513, C9 1.639, N13 1.513
9 C -1.42 0.59 0.78  C8 1.639, F10 1.507, F11 1.511, F12 1.481
10 F -1.48 0.80 2.27  C9 1.507
11 F -2.81 0.14 0.40  C9 1.511
12 F -1.17 1.83 0.01  C9 1.481
13 N 1.11 -0.56 0.06  C4 1.537, C8 1.513, C14 1.513
14 C 1.93 0.66 -0.28  N13 1.513, I15 2.232, C16 1.639, H25 1.170
15 I 3.55 0.78 1.26  C14 2.232
16 C 2.70 0.60 -1.72  C14 1.639, C17 1.670, H26 1.170, H27 1.193
17 C 1.82 1.34 -2.93  C16 1.670, H28 1.188, H29 1.184, H30 1.175
18 H 2.92 -5.33 -0.91  C1 1.170
19 H 3.55 -4.96 -2.74  C1 1.193
20 H 1.68 -5.20 -2.40  C1 1.189
21 H 1.41 -2.89 -2.05  C2 1.170
22 H 3.26 -2.63 -2.52  C2 1.179
23 H 0.27 -4.23 0.60  C5 1.171
24 H -1.80 -2.65 2.26  O7 1.021
25 H 1.37 1.68 -0.19  C14 1.170
26 H 3.10 -0.45 -2.04  C16 1.170
27 H 3.68 1.29 -1.61  C16 1.193
28 H 2.58 1.84 -3.69  C17 1.188
29 H 1.23 0.53 -3.57  C17 1.184
30 H 1.13 2.18 -2.49  C17 1.175
31 C 6.36 1.27 -2.75  O32 1.416, H33 1.093, H34 1.093, H35 1.093
32 O 5.51 2.12 -3.50  C31 1.416, H36 0.972
33 H 6.05 0.23 -2.90  C31 1.093
34 H 7.39 1.39 -3.09  C31 1.093
35 H 6.28 1.52 -1.69  C31 1.093
36 H 5.81 3.03 -3.34  O32 0.972
37 C -5.69 1.06 2.26  O38 1.416, H39 1.093, H40 1.093, H41 1.093
38 O -4.63 0.25 2.73  C37 1.416, H42 0.972
39 H -6.60 0.79 2.81  C37 1.093
40 H -5.46 2.11 2.44  C37 1.093
41 H -5.85 0.88 1.20  C37 1.093
42 H -3.83 0.51 2.23  O38 0.972
43 C 0.76 4.30 -4.95  O44 1.416, H45 1.093, H46 1.093, H47 1.093
44 O 0.88 3.88 -3.60  C43 1.416, H48 0.972
45 H 1.01 3.47 -5.61  C43 1.093
46 H -0.27 4.62 -5.14  C43 1.093
47 H 1.44 5.13 -5.14  C43 1.093
48 H 0.65 4.65 -3.04  O44 0.972
49 C -8.20 2.99 4.69  O50 1.416, H51 1.093, H52 1.093, H53 1.093
50 O -6.82 3.29 4.59  C49 1.416, H54 0.972
51 H -8.78 3.87 4.41  C49 1.093
52 H -8.44 2.16 4.02  C49 1.093
53 H -8.44 2.71 5.72  C49 1.093
54 H -6.33 2.49 4.85  O50 0.972
55 C -0.94 -5.41 3.74  O56 1.416, H57 1.093, H58 1.093, H59 1.093
56 O -0.20 -4.28 3.31  C55 1.416, H60 0.972
57 H -1.90 -5.42 3.22  C55 1.093
58 H -0.39 -6.33 3.49  C55 1.093
59 H -1.11 -5.36 4.81  C55 1.093
60 H 0.65 -4.30 3.79  O56 0.972
61 C 3.02 7.64 -4.72  O62 1.416, H63 1.093, H64 1.093, H65 1.093
62 O 2.95 6.71 -5.79  C61 1.416, H66 0.972
63 H 3.13 7.08 -3.78  C61 1.093
64 H 3.88 8.29 -4.85  C61 1.093
65 H 2.10 8.23 -4.68  C61 1.093
66 H 2.85 7.23 -6.61  O62 0.972
67 C 9.05 1.07 -5.57  O68 1.416, H69 1.093, H70 1.093, H71 1.093
68 O 9.16 1.84 -4.39  C67 1.416, H72 0.972
69 H 8.20 0.39 -5.47  C67 1.093
70 H 8.88 1.73 -6.42  C67 1.093
71 H 9.96 0.49 -5.72  C67 1.093
72 H 9.93 2.43 -4.50  O68 0.972
73 C -7.69 -1.49 4.50  O74 1.416, H75 1.093, H76 1.093, H77 1.093
74 O -6.63 -2.29 4.97  C73 1.416, H78 0.972
75 H -8.60 -1.75 5.05  C73 1.093
76 H -7.46 -0.43 4.68  C73 1.093
77 H -7.84 -1.66 3.44  C73 1.093
78 H -5.83 -2.03 4.47  O74 0.972
79 C -3.99 -5.65 6.64  O80 1.416, H81 1.093, H82 1.093, H83 1.093
80 O -3.13 -6.48 5.88  C79 1.416, H84 0.972
81 H -3.39 -4.94 7.20  C79 1.093
82 H -4.66 -5.11 5.96  C79 1.093
83 H -4.58 -6.26 7.33  C79 1.093
84 H -3.69 -7.10 5.39  O80 0.972

Here are the Löwdin charges for atoms 1 to 4, given in e: C -0.083; C -0.242; O -0.128; C -0.065



(3)
A cluster of 3 separate species, C18H49N6O5P2S2 in total, computed with the ωB97M-V functional and the def2-TZVPD basis.

The value obtained for the LUMO energy is -3.42 eV. As for the total charge: +1.

Last columns: bonded neighbours and bond lengths (Å).
Atoms and positions in Å:
1 C -1.15 6.86 -5.93  C2 1.524, H12 1.086, H13 1.087, H14 1.085
2 C 0.20 6.61 -5.25  C1 1.524, O3 1.427, H15 1.083, H16 1.093
3 O 0.28 5.36 -4.55  C2 1.427, C4 1.371
4 C 0.46 4.29 -5.39  O3 1.371, S5 1.825, H17 1.097, H18 1.091
5 S 1.42 3.02 -4.49  C4 1.825, S6 2.035, C7 1.836
6 S 0.17 1.59 -3.76  S5 2.035, H19 1.373
7 C 2.34 2.22 -5.86  S5 1.836, O8 1.383, H20 1.090, H21 1.090
8 O 2.97 1.11 -5.32  C7 1.383, C9 1.396
9 C 3.68 0.28 -6.19  O8 1.396, C10 1.501, O11 1.206
10 C 3.89 0.71 -7.61  C9 1.501, H22 1.079, H23 1.090, H24 1.088
11 O 4.08 -0.78 -5.78  C9 1.206
12 H -1.32 7.93 -5.90  C1 1.086
13 H -1.12 6.60 -6.98  C1 1.087
14 H -1.98 6.36 -5.44  C1 1.085
15 H 0.39 7.38 -4.52  C2 1.083
16 H 0.98 6.71 -6.00  C2 1.093
17 H 1.11 4.57 -6.22  C4 1.097
18 H -0.47 3.87 -5.77  C4 1.091
19 H 0.64 1.45 -2.48  S6 1.373
20 H 1.61 1.98 -6.63  C7 1.090
21 H 3.00 2.99 -6.24  C7 1.090
22 H 4.48 -0.02 -8.14  C10 1.079
23 H 4.41 1.67 -7.67  C10 1.090
24 H 2.94 0.87 -8.11  C10 1.088
25 O 0.62 1.02 -0.15  P26 1.515
26 P 1.74 0.01 0.04  O25 1.515, N27 1.733, N30 1.725, N33 1.714
27 N 2.58 0.32 -1.45  P26 1.733, C28 1.449, C29 1.456
28 C 3.25 -0.56 -2.38  N27 1.449, H36 1.100, H37 1.084, H38 1.086
29 C 3.07 1.69 -1.58  N27 1.456, H39 1.098, H40 1.093, H41 1.091
30 N 0.75 -1.41 0.07  P26 1.725, C31 1.465, C32 1.470
31 C 0.89 -2.59 -0.79  N30 1.465, H42 1.092, H43 1.088, H44 1.092
32 C -0.68 -1.18 0.33  N30 1.470, H45 1.097, H46 1.085, H47 1.089
33 N 3.01 -0.73 0.92  P26 1.714, C34 1.469, C35 1.446
34 C 3.80 0.22 1.71  N33 1.469, H48 1.100, H49 1.091, H50 1.093
35 C 3.80 -1.89 0.59  N33 1.446, H51 1.097, H52 1.083, H53 1.094
36 H 4.33 -0.65 -2.18  C28 1.100
37 H 3.14 -0.16 -3.38  C28 1.084
38 H 2.84 -1.56 -2.42  C28 1.086
39 H 3.97 1.87 -0.98  C29 1.098
40 H 2.31 2.41 -1.28  C29 1.093
41 H 3.33 1.91 -2.62  C29 1.091
42 H 1.23 -2.35 -1.80  C31 1.092
43 H -0.08 -3.08 -0.92  C31 1.088
44 H 1.53 -3.35 -0.34  C31 1.092
45 H -1.22 -0.87 -0.57  C32 1.097
46 H -0.82 -0.41 1.09  C32 1.085
47 H -1.15 -2.08 0.72  C32 1.089
48 H 4.58 0.71 1.12  C34 1.100
49 H 4.27 -0.28 2.56  C34 1.091
50 H 3.15 1.01 2.12  C34 1.093
51 H 4.81 -1.60 0.26  C35 1.097
52 H 3.39 -2.52 -0.20  C35 1.083
53 H 3.91 -2.52 1.47  C35 1.094
54 O -3.06 -1.56 2.94  P55 1.511
55 P -2.96 -1.92 4.41  O54 1.511, N56 1.738, N59 1.732, N62 1.728
56 N -3.95 -3.34 4.33  P55 1.738, C57 1.446, C58 1.456
57 C -4.93 -3.86 5.25  N56 1.446, H65 1.101, H66 1.094, H67 1.086
58 C -3.44 -4.40 3.46  N56 1.456, H68 1.100, H69 1.091, H70 1.091
59 N -3.70 -0.48 5.03  P55 1.732, C60 1.463, C61 1.465
60 C -4.88 -0.41 5.90  N59 1.463, H71 1.091, H72 1.089, H73 1.092
61 C -3.72 0.66 4.11  N59 1.465, H74 1.096, H75 1.086, H76 1.091
62 N -2.19 -2.29 5.91  P55 1.728, C63 1.466, C64 1.444
63 C -0.93 -3.02 5.74  N62 1.466, H77 1.100, H78 1.092, H79 1.094
64 C -2.76 -2.56 7.20  N62 1.444, H80 1.097, H81 1.083, H82 1.095
65 H -4.52 -4.58 5.97  C57 1.101
66 H -5.72 -4.37 4.69  C57 1.094
67 H -5.44 -3.08 5.82  C57 1.086
68 H -2.60 -4.94 3.92  C58 1.100
69 H -3.09 -3.98 2.51  C58 1.091
70 H -4.22 -5.12 3.22  C58 1.091
71 H -5.61 -1.20 5.70  C60 1.091
72 H -5.41 0.53 5.75  C60 1.089
73 H -4.61 -0.41 6.96  C60 1.092
74 H -4.55 0.60 3.39  C61 1.096
75 H -2.79 0.74 3.56  C61 1.086
76 H -3.83 1.59 4.68  C61 1.091
77 H -1.10 -4.10 5.64  C63 1.100
78 H -0.27 -2.86 6.60  C63 1.092
79 H -0.39 -2.68 4.86  C63 1.094
80 H -2.72 -3.63 7.43  C64 1.097
81 H -3.80 -2.27 7.31  C64 1.083
82 H -2.20 -2.03 7.97  C64 1.095

Here are the Löwdin charges for atoms 1 to 4, given in e: C -0.057; C -0.236; O -0.169; C -0.425



no.,HOMO (eV),maximum force (eV Å⁻¹),HOMO-LUMO gap (hartree)
1,-9.54,1.4,0.33779
2,-11.74,7.9,0.26573
3,-8.94,6.9,0.20314